A molecular structure, C5H10N2O3S. Source: the OMol25 dataset; level of theory: ωB97M-V/def2-TZVPD.

```
21
Properties=species:S:1:pos:R:3:forces:R:3:mulliken_charge:R:1
C -0.002 -2.150 -0.890 2.391 -2.863 0.537 -0.23
C 0.735 -1.695 0.380 0.878 -3.546 0.110 -0.35
C -0.710 -0.135 -0.597 -3.007 2.692 -3.362 -0.17
C -1.115 1.461 -1.761 3.541 -2.217 2.523 -0.80
C 0.135 0.528 1.571 1.008 -0.772 -0.446 -0.83
N -0.680 -1.258 -1.393 -1.636 0.112 -2.273 -0.44
N 0.473 -0.290 0.265 1.453 4.120 2.072 0.11
O -2.344 -1.248 1.137 0.049 -0.394 0.467 -0.65
O -2.335 1.190 0.876 -0.968 0.151 0.351 -0.66
O -3.437 -0.216 -0.762 -0.955 -0.132 -1.603 -0.62
S -2.462 -0.114 0.247 2.448 0.375 1.306 1.19
H 0.177 -3.166 -1.342 -0.446 1.149 0.548 0.37
H 0.261 -2.220 1.270 0.470 1.173 -0.824 0.23
H 1.842 -2.020 0.336 -1.634 1.007 0.190 0.33
H -1.778 1.811 -0.995 -0.304 1.024 -0.450 0.40
H -1.528 0.911 -2.581 -0.165 0.036 -0.379 0.36
H -0.140 2.053 -1.956 -1.830 -0.950 0.262 0.28
H -0.294 1.494 1.121 1.191 -1.213 1.465 0.33
H -0.711 -0.077 1.945 0.610 0.648 0.412 0.43
H 1.055 0.473 2.280 -1.651 0.587 -1.411 0.31
H 1.304 0.217 -0.176 -1.443 -0.986 0.505 0.41
```
Positions in Å, forces in eV/Å.

## Properties
- orbital gap (eV) = 9.025
- energy relative to the best compared isomer or geometry (same formula, charge and spin) (kJ/mol) = 568.6
- max |F| (eV/A) = 5.3